Entry 1:
CH22F3O22P2SZr | the ωB97M-V functional and the def2-TZVPD basis

Values from the calculation:
HOMO   3.0 eV
Spin multiplicity   1
Total charge   -3
LUMO   5.6 eV
Relative energy (zero: lowest compared OMol25 entry of this formula, charge and spin)   3.3654 eV
Maximum force   10.20 eV Å⁻¹
Energy   -85291.6972 eV
Gap between HOMO and LUMO   2.5 eV

Cartesian coordinates (Å):
F  -1.62  -1.59  -0.58
O  0.70  -1.21  -3.61
H  3.00  1.74  -0.86
H  -3.39  1.95  -1.40
O  -3.23  -4.22  0.17
O  0.32  5.09  -2.26
H  -4.80  1.11  3.54
H  -2.82  -3.35  0.20
C  -1.48  -0.84  0.52
O  -1.28  4.00  -1.08
P  2.18  -1.64  -3.79
F  -1.64  -1.71  1.53
H  0.83  -3.89  -0.47
O  3.07  -2.73  1.53
O  0.70  -4.08  0.47
H  1.05  0.85  4.50
H  3.59  -2.44  0.78
O  2.44  -3.11  -4.11
H  -2.34  2.94  -1.96
O  0.83  4.24  -0.17
H  -1.25  -4.52  3.43
H  2.28  -2.15  1.52
F  -2.38  0.13  0.54
O  -4.19  1.40  2.86
O  3.02  2.84  0.62
H  2.10  3.21  0.56
H  -1.57  -0.21  -3.19
O  0.16  1.14  1.34
H  3.38  3.19  1.44
O  2.44  -0.29  -4.45
H  -1.60  1.13  -2.43
H  -1.05  2.20  1.96
Zr  1.27  0.68  -3.00
O  0.64  0.12  -0.85
O  -0.31  -4.51  3.26
O  -1.87  2.66  2.23
O  2.43  -1.00  -2.40
P  0.18  3.74  -1.49
H  3.93  1.35  -2.03
O  3.00  1.44  -1.80
H  -0.22  -4.12  2.38
H  1.55  1.24  3.11
O  -2.83  2.09  -2.17
O  1.13  -1.08  1.18
H  -2.68  -4.72  -0.44
O  -1.00  0.48  -2.85
O  0.66  2.40  -2.16
H  -4.51  0.99  2.05
S  0.28  -0.11  0.54
O  1.85  1.09  4.02
H  1.56  -3.87  0.87
H  -2.50  1.96  2.40

These are the Löwdin partial charges, in e, on atoms 1 to 6: F 0.1170; O -0.4989; H 0.0477; H 0.0321; O -0.0640; O -0.5414



Entry 2:
C20H23ClN4O3 | the ωB97M-V functional and the def2-TZVPD basis

Values from the calculation:
HOMO   -8.6 eV
Spin multiplicity   1
Total charge   0
SMILES   CCN(CC(=O)NCc1ccc(Cl)cc1)CC(=O)Nc1ccc(C(N)=O)cc1
LUMO   0.5 eV
Relative energy (zero: lowest compared OMol25 entry of this formula, charge and spin)   0.2021 eV
Maximum force   0.46 eV Å⁻¹
Energy   -45740.6221 eV
Gap between HOMO and LUMO   9.0 eV

Cartesian coordinates (Å):
C  2.03  1.19  -0.25
H  4.00  3.51  2.19
C  -0.98  2.29  2.04
C  3.17  -0.82  0.42
H  -4.31  -2.41  -4.06
H  5.68  3.81  2.47
C  0.34  -0.06  2.67
C  -2.76  -3.04  -2.67
H  -3.86  -4.10  -4.18
C  -1.60  1.07  1.81
Cl  2.51  1.22  3.63
H  5.08  -0.54  1.36
O  6.45  1.69  1.42
H  0.86  -0.98  2.92
H  -2.78  -2.86  -4.81
H  0.76  3.29  2.78
C  0.29  2.34  2.59
N  -2.04  -1.78  -2.51
H  -0.27  -2.69  -2.00
C  -0.94  -1.93  -1.58
H  -3.87  -0.83  -2.73
H  3.21  -1.89  0.48
H  -2.33  1.32  -0.78
C  2.07  -0.20  -0.16
O  -0.40  0.45  -1.59
O  -3.69  -1.40  -0.04
C  -0.10  -0.68  -1.31
H  -3.57  0.21  1.65
H  3.03  3.02  0.18
H  -1.41  -1.05  1.94
N  4.96  3.29  1.99
H  -1.28  -2.29  -0.59
C  0.94  1.16  2.91
H  -1.49  3.21  1.79
C  -2.98  1.01  1.20
H  1.20  -2.00  -0.47
H  1.19  1.68  -0.72
C  5.30  2.09  1.44
C  4.21  -0.06  0.91
H  -2.02  -3.85  -2.64
H  -3.50  1.96  1.33
C  -3.22  -0.51  -0.72
N  1.04  -1.02  -0.64
H  -2.47  0.25  -2.61
C  -0.92  -0.10  2.12
C  -3.48  -3.10  -4.02
H  -3.47  -3.21  -1.85
N  -2.90  0.71  -0.22
C  -2.93  -0.66  -2.21
C  3.07  1.94  0.27
C  4.16  1.33  0.86

These are the Löwdin partial charges, in e, on atoms 1 to 6: C -0.0076; H 0.0768; C -0.0306; C -0.0152; H 0.0608; H 0.1123



Entry 3:
C7H15O2 | the ωB97M-V functional and the def2-TZVPD basis

Values from the calculation:
HOMO   -3.9 eV
Spin multiplicity   1
Total charge   -1
LUMO   3.3 eV
Relative energy (zero: lowest compared OMol25 entry of this formula, charge and spin)   0.5144 eV
Maximum force   2.90 eV Å⁻¹
Energy   -11598.4867 eV
Gap between HOMO and LUMO   7.2 eV

Cartesian coordinates (Å):
H  -1.20  0.88  -2.09
H  1.51  -3.06  -0.21
C  0.48  -3.43  -0.16
C  -1.86  -2.89  0.12
C  0.56  1.58  -0.99
H  -2.70  -2.25  -0.10
H  -1.90  -3.74  -0.55
O  -0.03  3.24  0.62
H  -1.47  2.20  -0.96
C  -0.79  1.80  -1.71
H  -0.79  -0.47  1.19
C  0.77  2.30  0.40
C  -0.47  -2.20  -0.03
H  1.43  1.87  -1.56
H  0.36  -4.13  -1.00
C  -0.04  -1.24  1.03
O  1.76  1.87  1.01
H  -0.02  -1.72  2.01
H  -1.93  -3.27  1.12
H  -0.54  -1.67  -1.01
H  0.31  -4.00  0.76
H  -0.74  2.65  -2.37
H  0.69  0.53  -0.75
H  0.82  -0.64  0.78

These are the Löwdin partial charges, in e, on atoms 1 to 6: H 0.0424; H 0.0722; C -0.1044; C -0.0985; C -0.1893; H 0.0636



Entry 4:
C6H12IN | the ωB97M-V functional and the def2-TZVPD basis

Values from the calculation:
HOMO (spin up / spin down)   -6.0 / -8.7 eV
Spin multiplicity   3
Total charge   0
LUMO (spin up / spin down)   0.6 / -3.8 eV
Relative energy (zero: lowest compared OMol25 entry of this formula, charge and spin)   0.0000 eV
Maximum force   5.47 eV Å⁻¹
Energy   -16000.8697 eV
Gap between HOMO and LUMO (spin up / spin down)   6.6 / 4.9 eV

Cartesian coordinates (Å):
H  1.54  3.30  0.68
H  2.00  2.48  -1.01
H  0.20  -1.29  1.31
H  -1.58  -0.17  1.44
H  3.07  2.58  0.61
H  1.22  0.93  1.53
H  -1.92  0.07  -0.27
H  -0.15  -2.05  -1.62
N  -0.35  0.99  -1.28
H  -2.67  -1.33  0.66
H  -0.20  1.95  -1.73
C  -0.26  -1.18  0.30
C  0.35  0.49  -0.36
C  1.45  0.98  0.40
C  2.03  2.43  0.12
C  -1.78  -0.69  0.50
I  3.17  -0.42  0.00
H  -0.68  -3.10  -0.54
C  0.04  -2.32  -0.60
H  1.00  -2.64  -0.41

These are the Löwdin partial charges, in e, on atoms 1 to 6: H 0.0862; H 0.0666; H 0.1025; H 0.0557; H 0.0646; H 0.1141